Density functional theory data (ωB97M-V/def2-TZVPD) for a structure of composition C10H15ClOS4SbSiTc.

Each line ends with the Mulliken charge.
Positions of all 34 atoms, in Å:
Tc -0.0689 -1.6419 -0.4922  1.24
S 1.4428 -3.1314 -4.2597  -0.20
Sb 1.7383 -4.2846 -2.3382  1.05
S -0.8325 -3.5703 -1.0012  -0.22
S 2.0473 -2.1576 -0.5148  -0.12
S 2.3706 -5.9269 -0.9292  -0.22
C -0.3784 2.6556 -1.5806  -0.99
Si -1.5541 1.1719 -1.6944  -0.01
C -3.1335 1.1801 -0.6109  -1.01
C -1.9692 0.5968 -3.4734  -1.03
O -0.7394 -0.1288 -1.0642  -0.31
H -0.8294 3.5122 -2.0710  0.39
H 0.5666 2.4554 -2.0815  0.35
H -0.1550 2.9470 -0.5573  0.33
H -3.7998 1.9480 -0.9888  0.39
H -2.9186 1.4037 0.4297  0.33
H -3.6538 0.2258 -0.6603  0.35
H -2.5592 1.3700 -3.9550  0.36
H -2.5459 -0.3249 -3.4728  0.34
H -1.0640 0.4445 -4.0545  0.33
Cl 2.7619 -2.3136 2.0533  -0.10
C 2.0969 -0.7666 2.4002  0.81
C 2.9405 0.2145 2.8927  -0.76
C 2.4415 1.4831 3.1350  -0.40
C 1.1151 1.7811 2.8345  -0.85
C 0.2732 0.7981 2.3535  -0.41
C 0.7264 -0.5189 2.1526  1.06
C -0.1889 -1.5651 1.7137  -1.67
H 3.9720 -0.0209 3.0974  0.47
H 3.0948 2.2401 3.5396  0.42
H 0.7434 2.7809 3.0033  0.46
H -0.7655 1.0230 2.1642  0.49
H -1.2347 -1.3249 1.9249  0.57
H 0.0602 -2.5558 2.1040  0.57

The total energy is -85120.740 eV. The LUMO energy is -10.28 eV. The orbital gap comes out at 5.306 eV. Its total charge is +2.


Density functional theory data (ωB97M-V/def2-TZVPD) for an isolated molecule of C10H15N.

Each line ends with the Mulliken charge.
Positions of all 26 atoms, in Å:
C -2.1400 0.1722 -0.3249  -0.38
C -1.5380 -0.3143 0.7530  -0.89
C -0.8837 2.0464 -1.0032  -0.25
C 1.2121 1.2996 -0.7393  -1.18
C -1.3173 0.7336 -1.4528  -0.59
C 0.0093 -0.5168 0.7387  2.45
C 0.6467 -0.0593 -0.5131  0.43
C 0.5464 0.4223 1.8863  -1.70
C 0.1208 -1.9284 1.2474  -1.73
C 1.1557 -1.1806 -1.4906  -1.53
N 0.2752 2.3908 -0.6703  -0.64
H -3.2219 0.1584 -0.3481  0.44
H -2.2269 -0.6602 1.5373  0.34
H -1.5637 2.7676 -0.9743  0.61
H 1.9668 1.4767 0.0617  0.33
H 1.6161 1.4648 -1.6874  0.56
H -1.4908 0.5608 -2.4860  0.40
H 0.2441 1.5087 1.5685  0.39
H 1.6605 0.3745 1.9296  0.29
H 0.0644 0.3543 2.8663  0.50
H 1.2710 -2.2226 1.1963  0.33
H -0.2880 -2.7661 0.6688  0.39
H -0.0423 -1.7362 2.3411  0.43
H 1.7001 -2.0533 -0.8514  0.25
H 1.9138 -0.7908 -2.2059  0.40
H 0.3097 -1.5022 -2.0478  0.34

The calculation puts the energy relative to the best compared isomer or geometry (same formula, charge and spin) at 107.65 kcal/mol. The total energy is -12098.386 eV. The LUMO energy is 0.68 eV. The orbital gap comes out at 8.589 eV.